No. 1
{
  "formula": "C4H8NO",
  "method": "ωB97M-V/def2-TZVPD",
  "lumo_energy_ev": 4.38,
  "de_lowest_kj_mol": 503.59,
  "total_charge": -1,
  "max_force_ev_per_a": 4.29,
  "multiplicity": 1,
  "e_homo_ev": -3.17,
  "elements": ["H", "O", "H", "H", "C", "H", "C", "C", "C", "H", "H", "H", "N", "H"],
  "xyz": [[0.7222, -1.6420, 1.3939], [0.9235, -2.3380, -1.1461], [0.9855, 2.6197, 1.4783], [1.3073, 0.9621, 1.9591], [-0.0432, -1.1463, 0.6487], [1.1965, 1.3728, 0.2306], [-0.7233, 1.2830, 1.2018], [0.7458, 1.4880, 1.2498], [-0.8593, -0.7479, -1.4535], [-1.1578, 1.3413, 0.2028], [-0.2079, -0.4913, -2.4251], [-1.6931, -1.3298, -1.7909], [0.1172, -1.4989, -0.5793], [-1.3134, 0.1272, -0.9699]]
}

=====

No. 2
{
  "formula": "C34H70BCsN2O14",
  "method": "ωB97M-V/def2-TZVPD",
  "lumo_energy_ev": -0.15,
  "total_charge": 0,
  "max_force_ev_per_a": 4.88,
  "multiplicity": 1,
  "e_homo_ev": -8.17,
  "elements": ["H", "H", "O", "H", "C", "O", "O", "H", "H", "C", "H", "N", "H", "C", "C", "O", "C", "H", "H", "H", "O", "C", "H", "C", "H", "O", "C", "H", "O", "C", "C", "O", "C", "Cs", "H", "H", "H", "C", "H", "O", "C", "C", "O", "H", "H", "H", "H", "H", "H", "H", "H", "H", "H", "H", "C", "H", "H", "N", "H", "C", "C", "C", "C", "O", "H", "H", "O", "H", "H", "H", "H", "H", "O", "C", "C", "H", "C", "H", "C", "C", "C", "H", "H", "H", "H", "H", "H", "C", "H", "H", "H", "H", "H", "C", "H", "C", "H", "C", "H", "C", "H", "H", "H", "B", "C", "C", "H", "O", "C", "H", "H", "H", "H", "H", "H", "H", "H", "H", "H", "H", "H", "C"],
  "xyz": [[-2.9691, -0.0126, -4.3306], [-0.7010, 0.4308, -5.1049], [0.9562, 2.2195, 2.7471], [-3.1355, 3.9813, 0.2952], [-2.6881, 0.8441, -4.9432], [-0.7171, -3.0932, 2.6090], [-0.2577, 4.0289, 0.7722], [1.6791, -2.5194, 1.6167], [-2.9647, 5.5607, 0.7785], [-2.8538, 4.9500, -0.1175], [-0.7552, -3.1609, -2.1609], [-0.1609, -4.3486, 2.4376], [-1.1628, 2.1123, -7.0389], [2.8429, 1.3357, 1.5389], [2.2696, -1.9156, -2.6141], [-2.7002, -1.0591, 0.7248], [-4.6890, -2.2341, 0.7720], [2.7228, 5.5913, -0.9503], [2.6340, -1.9410, -1.5872], [2.8446, -3.8335, 3.9345], [5.3679, 2.6357, 3.3902], [-2.5149, -5.2733, 2.4026], [-4.8579, 0.6566, 1.0162], [-1.3110, -3.8019, -1.4766], [2.5781, 6.6852, 1.1649], [4.0512, 1.6882, 1.4503], [-1.7107, 6.6830, -1.4283], [1.9362, -3.9497, 0.5558], [2.0825, 0.6205, -2.3382], [2.0110, -3.5566, 1.5697], [1.6031, 6.2103, 1.2746], [2.9982, 3.1768, 3.0053], [6.3935, 3.3753, 3.0880], [-0.2822, 0.8216, -0.0957], [2.6834, 1.3681, -2.3793], [-1.1041, -7.3866, 1.8574], [1.4601, -4.6094, 4.7224], [-0.8207, 2.3583, -6.0336], [-4.2293, -3.1553, 0.4140], [4.8386, 3.9782, 1.5829], [-1.5274, 5.2179, -0.8774], [-1.3270, -5.3546, 4.4861], [-0.8079, 1.8341, -3.6613], [2.0071, -0.3632, -4.0681], [-2.7221, -4.4086, -2.9485], [-3.0065, 0.4492, -5.9080], [-3.2367, -3.1062, -1.9034], [-2.1009, -6.0516, 4.8077], [-5.1323, -1.8041, -0.1262], [-1.0319, 3.3902, -5.7533], [1.6263, 5.2898, 1.8578], [1.1945, -2.0254, -2.7567], [4.6165, 0.0708, -2.5406], [2.7159, -6.0007, 2.5449], [1.7609, 5.0790, -0.9706], [0.9668, 6.9239, 1.7981], [-2.3189, 6.7559, -2.3298], [-0.4220, 5.2083, 0.1358], [1.4290, 5.0560, -2.0086], [-4.4790, 0.1804, 1.9205], [-3.7739, -1.1886, 1.5102], [6.0071, 4.3254, 1.9903], [-0.3548, 7.3236, -1.8277], [6.7581, 5.1379, 1.4210], [-2.3293, 7.3022, -0.7786], [-0.3912, 3.7091, -2.0109], [7.4666, 3.3195, 3.6663], [1.6788, -5.9814, 1.0499], [2.9077, -2.6985, -3.0240], [-3.1655, -4.9089, -1.3543], [-2.5291, -5.5246, 1.3421], [4.0095, 0.6906, -4.0627], [2.3312, 0.3746, 0.9882], [-2.7375, -4.0751, -1.9108], [1.2687, -4.3752, 2.5760], [-3.6725, 5.0752, -0.8260], [-0.5768, -6.7994, 2.6092], [-3.3720, 1.6003, -4.5579], [1.7562, -3.8673, 3.9810], [-0.6418, -5.2184, -1.1865], [2.5782, -0.4623, -3.1449], [-0.4690, 4.2189, 1.6891], [-0.9681, -5.6030, -0.2203], [-0.4032, 8.2848, -2.3393], [1.1427, -7.1607, 3.7853], [-0.4045, -5.2985, 5.0640], [1.4119, 7.8919, -1.0076], [0.5583, 7.3355, -0.6205], [-2.1293, 3.2587, -2.0136], [0.0011, 8.0598, -0.0263], [-3.7333, 0.8198, 2.3929], [-2.9254, -4.2645, 2.4490], [1.2534, -2.9333, 4.2319], [4.0477, -0.1970, -3.4310], [1.2756, -8.0058, 2.2992], [-1.2499, 1.3555, -4.9271], [-5.4083, 0.0243, 2.4685], [2.1359, 2.2222, 2.5597], [-0.9440, -5.9476, -1.9382], [-1.0806, -5.4378, 2.9686], [2.0361, 4.0846, -0.6193], [-3.4569, -1.6121, 2.4632], [-0.9801, -7.4017, 3.4232], [4.2993, 2.8468, 2.3879], [0.8460, 5.8861, -0.0611], [1.7172, -5.8578, 2.1322], [0.2670, 2.3138, -5.9786], [-1.2612, -3.1548, -0.2268], [-1.4146, 4.0791, -1.9486], [0.1490, 1.8562, -3.7355], [-1.4822, 4.6492, -2.8751], [0.0674, 6.5906, -2.5150], [-1.1199, -3.7387, 0.5220], [3.0900, -3.5293, 1.7216], [4.5591, -1.0584, -3.8606], [-5.5444, -2.4701, 1.4050], [-2.3404, -1.9325, 0.5534], [0.4479, -5.2439, -1.1859], [-1.7306, -4.3565, 4.6562], [-3.1239, -6.0771, 2.8163], [-0.8687, -3.0022, 3.5526], [0.9435, -7.0561, 2.7187]]
}